# 1
DFT (the ωB97M-V functional and the def2-TZVPD basis) results for a cluster of 2 separate species, C2H2F2O2 in total in a non-equilibrium geometry.

The calculation puts the HOMO energy at -10.15 eV. The HOMO-LUMO gap is 11.0 eV. For the energy above the lowest of the compared OMol25 structures with the same formula, charge and spin, the calculation gives 19.7 kcal/mol. The electronic energy is -427.5927 hartree. Its molecular weight is 96.03 g/mol. The calculation puts the largest force on an atom at 0.10355 hartree/bohr.

Last column: Mulliken charge in e.
Atoms and positions in Å:
F -2.383 0.050 -0.944  -0.1651
F -1.615 0.647 0.931  -0.1504
O 1.122 1.246 -0.269  -0.3410
O -0.981 -1.280 0.211  -0.3811
C -1.618 -0.314 0.066  0.7007
C 1.667 0.253 -0.045  -0.0789
H 1.176 -0.505 0.638  0.1920
H 2.632 -0.096 -0.587  0.2238



# 2
DFT (the ωB97M-V functional and the def2-TZVPD basis) results for a cluster of 2 separate species, C2H2F2P in total in a non-equilibrium geometry.

The calculation puts the HOMO energy at -17.16 eV. Its total charge is +1. The HOMO-LUMO gap is 8.7 eV. For the energy above the lowest of the compared OMol25 structures with the same formula, charge and spin, the calculation gives 42.6 kcal/mol. The electronic energy is -618.0996 hartree. Its molecular weight is 95.01 g/mol. The calculation puts the largest force on an atom at 0.04440 hartree/bohr.

Last column: Mulliken charge in e.
Atoms and positions in Å:
P 1.206 1.329 1.605  0.6259
F -2.076 -0.208 -0.741  -0.4011
F 0.955 2.472 0.580  -0.1101
C 0.748 -1.176 0.177  0.1300
C 0.828 0.006 0.552  -0.0046
H 0.496 -1.972 -0.521  0.3497
H -2.158 -0.451 -1.653  0.4102



# 3
DFT (the ωB97M-V functional and the def2-TZVPD basis) results for the ion C2H2F3N2 with charge +1 in a non-equilibrium geometry.

The calculation puts the HOMO energy at -16.96 eV. Its total charge is +1. The HOMO-LUMO gap is 9.9 eV. For the energy above the lowest of the compared OMol25 structures with the same formula, charge and spin, the calculation gives 33.0 kcal/mol. The electronic energy is -486.1070 hartree. Its molecular weight is 111.05 g/mol. The calculation puts the largest force on an atom at 0.09279 hartree/bohr.

Last column: Mulliken charge in e.
Atoms and positions in Å:
F -1.508 -1.197 -0.102  -0.1744
F -1.660 0.381 1.350  -0.1789
F -2.027 0.812 -0.778  -0.1863
N 2.030 -0.833 -0.066  -0.4122
N 1.180 -0.071 0.017  0.6376
C 0.194 0.594 -0.176  -0.3357
C -1.342 0.095 0.077  0.8023
H 2.852 -1.251 0.332  0.3581
H 0.281 1.470 -0.655  0.4896



# 4
DFT (the ωB97M-V functional and the def2-TZVPD basis) results for a cluster of 2 separate species, C2H2F3NO in total in a non-equilibrium geometry.

The calculation puts the HOMO energy (alpha / beta) at -9.75 / -10.05 eV. The HOMO-LUMO gap (alpha / beta) is 9.2 / 9.5 eV. For the energy above the lowest of the compared OMol25 structures with the same formula, charge and spin, the calculation gives 135.8 kcal/mol. The electronic energy is -506.8177 hartree. Its molecular weight is 113.04 g/mol. The calculation puts the largest force on an atom at 0.04675 hartree/bohr.

Last column: Mulliken charge in e.
Atoms and positions in Å:
F 1.990 1.186 1.172  -0.2101
F 2.435 0.038 -0.554  -0.1885
F 1.375 -0.904 1.144  -0.1754
O -1.137 1.582 -0.920  -0.4356
N -0.973 0.455 -0.591  0.2773
C -1.585 -0.628 -0.434  -0.3436
C 1.553 0.153 0.401  0.5619
H -2.621 -0.636 -0.474  0.3303
H -1.036 -1.246 0.257  0.1836